1.
Density functional theory data (the ωB97M-V functional and the def2-TZVPD basis) for a 2-piece molecular cluster, C4H8O2 overall.

Geometry as XYZ:
```
14
Properties=species:S:1:pos:R:3:forces:R:3
C 1.058396 0.399954 0.632340 -0.04 0.05 -0.11
C 0.176041 0.749163 -0.314778 -0.04 0.06 0.28
C -0.958760 1.705696 -0.101833 -0.03 0.02 0.02
O 0.165355 0.264046 -1.581791 0.09 -0.10 0.04
H 0.971098 0.809295 1.632983 0.01 -0.01 -0.18
H 1.902865 -0.250948 0.424917 -0.15 0.07 -0.02
H -0.804952 2.626087 -0.674783 0.03 -0.14 0.03
H -1.884026 1.248842 -0.466650 0.08 0.08 0.08
H -1.069070 1.964934 0.952092 0.05 -0.01 -0.11
H 0.575058 -0.616889 -1.606552 0.04 0.13 -0.05
C -0.035787 -2.216510 0.281280 0.02 -0.13 -0.27
O 0.422750 -2.462181 -0.812317 -0.24 0.15 0.48
H 0.474680 -2.541302 1.201893 0.02 -0.01 0.01
H -0.993648 -1.680189 0.433196 0.16 -0.15 -0.20
```
Positions in Å, forces in eV/Å.

Properties
ΔE to the lowest compared entry with this formula, charge and spin   193.72 kJ/mol
HOMO   -0.3321 Eh
M   88.11 g/mol
Structure (SMILES)   C=C(C)O.C=O

Want to see where the charge sits? The Mulliken charges in e are: -1.0424, 0.6965, -1.1206, -0.5155, 0.2620, 0.4046, 0.3028, 0.2823, 0.3216, 0.4013, -0.0401, -0.4881, 0.2883, 0.2474

2.
Density functional theory data (the ωB97M-V functional and the def2-TZVPD basis) for one molecule with the formula C4H8O2.

Geometry as XYZ:
```
14
Properties=species:S:1:pos:R:3:forces:R:3
O -0.898123 1.774008 -0.784446 0.19 -0.03 -0.02
C -1.554026 0.859009 -0.038020 -0.18 -0.24 0.22
C -1.143664 -0.346667 0.374452 -0.09 0.12 -0.11
C 0.111918 -1.125775 0.044366 0.06 -0.03 0.03
C 1.381107 -0.335439 -0.312745 0.07 -0.20 -0.19
O 1.442514 0.963723 0.272582 -0.05 0.00 0.28
H 0.061142 1.642886 -0.639542 -0.10 0.07 -0.06
H -2.547758 1.207925 0.236962 0.12 -0.08 -0.03
H -1.855488 -0.885710 0.995055 0.05 0.10 -0.12
H 0.330513 -1.783931 0.894060 -0.02 0.13 -0.06
H -0.099520 -1.803171 -0.795242 0.04 0.06 0.12
H 2.266356 -0.911972 -0.013615 -0.13 0.07 -0.08
H 1.451631 -0.166033 -1.390920 -0.06 -0.02 0.12
H 1.053398 0.911146 1.157054 0.11 0.05 -0.09
```
Positions in Å, forces in eV/Å.

Properties
ΔE to the lowest compared entry with this formula, charge and spin   152.84 kJ/mol
HOMO   -0.3202 Eh
M   88.11 g/mol
Structure (SMILES)   O/C=C\CCO

Want to see where the charge sits? The Mulliken charges in e are: -0.5669, -0.1059, -0.4420, -0.3605, -0.4992, -0.6131, 0.4237, 0.3480, 0.2811, 0.3105, 0.2901, 0.3050, 0.2919, 0.3374